The following is a DFT calculation (ωB97M-V with the def2-TZVPD basis set) of 4 unconnected molecules or ions with the total composition C3H14NO3 at a distorted geometry.

Last column: Mulliken charge in e.
Element x y z (Å)
1 C -2.692 -0.674 -0.585  -1.0899
2 C -1.868 -1.914 -0.876  -0.2723
3 C 0.305 -2.495 0.036  -0.0568
4 N -0.459 -1.736 -0.621  0.0020
5 H -3.119 -0.712 0.419  0.2966
6 H -2.101 0.251 -0.639  0.3165
7 H -3.514 -0.487 -1.274  0.3487
8 H -2.267 -2.742 -0.294  0.3490
9 H -2.029 -2.284 -1.893  0.2923
10 H 1.337 -2.192 0.064  0.2394
11 H 0.144 -3.542 0.276  0.3176
12 H -0.141 -0.773 -0.696  0.2372
13 H 0.654 0.140 2.267  0.2748
14 H 0.856 0.744 0.922  0.3440
15 O 0.336 0.049 1.360  -0.6056
16 H 2.469 1.901 -1.269  0.3460
17 H 3.693 2.090 -0.304  0.3116
18 O 2.739 1.933 -0.338  -0.6721
19 H 0.946 3.663 1.560  0.3140
20 H 1.412 3.311 0.138  0.3471
21 O 0.621 3.455 0.673  -0.6401

Calculated values
- HOMO energy: -13.86 eV
- Net charge: +1
- E_tot: -10963.461 eV

The following is a DFT calculation (ωB97M-V with the def2-TZVPD basis set) of 2 unconnected molecules or ions with the total composition C4H12 at a distorted geometry.

Last column: Mulliken charge in e.
Element x y z (Å)
1 C -1.238 1.562 -1.566  -0.7429
2 C 0.053 0.725 -1.820  -0.6440
3 H -1.123 2.642 -1.658  0.2909
4 H -1.880 1.338 -2.415  0.2652
5 H -1.657 1.295 -0.605  0.2177
6 H -0.163 -0.235 -2.265  0.3018
7 H 0.610 0.755 -0.888  0.0077
8 H 0.739 1.346 -2.409  0.3428
9 C 0.773 -1.785 2.142  -1.0195
10 C 0.431 -0.554 1.315  -0.6822
11 H 1.473 -2.464 1.651  0.3236
12 H 1.179 -1.477 3.107  0.2856
13 H -0.132 -2.382 2.252  0.2835
14 H 1.286 -0.030 0.892  0.3055
15 H -0.087 -0.802 0.382  0.2055
16 H -0.263 0.068 1.885  0.2589

Calculated values
- HOMO energy: -11.55 eV
- SMILES: CC.CC
- E_tot: -4342.027 eV

The following is a DFT calculation (ωB97M-V with the def2-TZVPD basis set) of 2 unconnected molecules or ions with the total composition C5H16N2O at a distorted geometry.

Last column: Mulliken charge in e.
Element x y z (Å)
1 C 1.177 -2.617 -1.127  -1.4396
2 C 1.103 -1.058 -0.710  0.6612
3 C 0.755 -0.216 -1.943  -1.4720
4 C 0.117 -1.050 0.552  -0.8883
5 N 0.142 0.330 1.138  -0.3382
6 C -0.715 0.435 2.394  -0.4933
7 N -0.259 1.316 3.339  -0.5966
8 H 0.968 -3.304 -0.279  0.3744
9 H 0.312 -2.698 -1.777  0.3609
10 H 2.079 -2.999 -1.592  0.3495
11 H 2.173 -0.861 -0.267  0.1689
12 H 1.261 -0.673 -2.803  0.4166
13 H 0.992 0.821 -1.694  0.4107
14 H -0.270 -0.206 -2.356  0.2947
15 H -0.840 -1.483 0.334  0.3270
16 H 0.631 -1.644 1.312  0.4548
17 H -0.007 1.000 0.448  0.2141
18 H -0.813 -0.681 2.645  0.3682
19 H -1.720 0.734 2.093  0.3133
20 H 0.632 1.119 3.767  0.2590
21 H -0.145 2.232 2.831  0.2538
22 O -2.420 3.863 -1.724  -0.6462
23 H -3.325 4.027 -2.150  0.3281
24 H -1.827 3.612 -2.433  0.3188

Calculated values
- HOMO energy: -8.65 eV
- SMILES: CC(C)CNCN.O
- E_tot: -10470.722 eV

The following is a DFT calculation (ωB97M-V with the def2-TZVPD basis set) of C25H33N5O2 in the gas phase.

Last column: Mulliken charge in e.
Element x y z (Å)
1 C -0.210 -4.797 0.912  -1.3086
2 C -0.862 -3.545 0.316  -0.7199
3 N 0.025 -2.450 -0.030  0.6466
4 C 0.948 -2.761 -1.107  -1.6345
5 C 1.872 -1.579 -1.381  0.0729
6 N 2.653 -1.258 -0.199  0.1814
7 C 3.623 -0.316 -0.127  0.5132
8 O 4.228 -0.122 0.917  -0.7361
9 C 3.911 0.518 -1.360  -0.7761
10 C 3.446 1.963 -1.087  -1.4843
11 C 2.022 1.950 -0.597  0.5158
12 C 1.681 2.155 0.710  1.0755
13 C 2.694 2.536 1.742  -2.0278
14 C 0.317 1.952 1.061  0.3395
15 C -0.456 1.958 2.260  0.7892
16 C -0.073 2.290 3.658  -1.6173
17 N -1.688 1.590 2.006  -1.3284
18 N -1.786 1.330 0.680  1.3976
19 C -2.946 0.674 0.227  -0.1455
20 C -4.190 1.237 0.481  -0.2999
21 C -5.333 0.579 0.067  -0.6162
22 C -5.238 -0.636 -0.591  -0.5311
23 C -3.997 -1.208 -0.815  -0.9527
24 C -2.844 -0.563 -0.401  -0.3895
25 C -0.596 1.555 0.070  -0.4506
26 N -0.287 1.509 -1.249  0.3445
27 C -1.285 1.449 -2.303  -0.7376
28 C -2.149 2.705 -2.329  -1.2931
29 C 1.049 1.689 -1.637  0.1752
30 O 1.335 1.620 -2.827  -0.7286
31 C 2.205 -1.894 1.025  -1.2553
32 C 0.684 -1.805 1.104  0.5914
33 H 0.440 -5.285 0.189  0.3104
34 H -0.983 -5.503 1.202  0.4497
35 H 0.375 -4.549 1.794  0.2602
36 H -1.594 -3.149 1.025  0.4410
37 H -1.398 -3.823 -0.597  0.3940
38 H 0.358 -2.960 -2.007  0.5382
39 H 1.561 -3.654 -0.905  0.3720
40 H 2.539 -1.846 -2.207  0.6450
41 H 1.266 -0.721 -1.687  -0.2797
42 H 3.410 0.145 -2.248  0.3221
43 H 4.989 0.519 -1.528  0.5899
44 H 4.105 2.421 -0.354  0.3907
45 H 3.499 2.523 -2.023  0.4962
46 H 3.220 3.440 1.438  0.3918
47 H 2.230 2.715 2.703  0.3890
48 H 3.430 1.739 1.847  0.3052
49 H 0.275 3.319 3.733  0.3436
50 H 0.712 1.624 4.012  0.3369
51 H -0.950 2.168 4.289  0.4053
52 H -4.245 2.178 1.007  0.4955
53 H -6.302 1.017 0.257  0.3920
54 H -6.133 -1.145 -0.917  0.4105
55 H -3.923 -2.167 -1.304  0.4207
56 H -1.876 -1.026 -0.530  1.0612
57 H -0.713 1.373 -3.233  0.5437
58 H -1.905 0.558 -2.192  0.4039
59 H -2.833 2.655 -3.172  0.4299
60 H -2.734 2.802 -1.417  0.2410
61 H -1.523 3.588 -2.440  0.3373
62 H 2.538 -2.938 1.059  0.2951
63 H 2.667 -1.360 1.858  0.5489
64 H 0.402 -0.744 1.107  -0.9562
65 H 0.339 -2.240 2.045  0.6652

Calculated values
- HOMO energy: -7.94 eV
- SMILES: CCN1CCN(C(=O)CCc2c(C)c3c(C)nn(-c4ccccc4)c3n(CC)c2=O)CC1
- E_tot: -38007.270 eV

The following is a DFT calculation (ωB97M-V with the def2-TZVPD basis set) of 2 unconnected molecules or ions with the total composition C6H12ClF at a distorted geometry.

Last column: Mulliken charge in e.
Element x y z (Å)
1 C -1.004 0.883 -1.680  -1.3305
2 C -1.512 -0.781 0.256  -1.1171
3 C -0.713 1.584 0.809  -1.3948
4 C 1.959 -1.461 0.863  -1.0730
5 C -0.912 0.553 -0.256  0.9790
6 C 1.695 -0.471 -0.171  0.5539
7 F 1.737 -0.899 -1.493  -0.2818
8 Cl 2.586 0.932 0.138  -0.1907
9 H -0.641 0.019 -2.233  0.3677
10 H -0.381 1.705 -2.150  0.3066
11 H -2.070 1.026 -2.051  0.3440
12 H -1.786 -1.275 -0.744  0.3262
13 H -2.318 -0.595 0.953  0.4097
14 H -0.784 -1.462 0.699  0.1729
15 H 0.383 1.963 1.001  0.1583
16 H -1.388 2.344 0.699  0.4791
17 H -0.883 1.217 1.778  0.3931
18 H 1.443 -2.416 0.502  0.2797
19 H 3.016 -1.689 1.209  0.3216
20 H 1.571 -1.177 1.872  0.2959

Calculated values
- HOMO energy (alpha / beta): -8.16 / -7.22 eV
- E_tot: -21652.551 eV

The following is a DFT calculation (ωB97M-V with the def2-TZVPD basis set) of 2 unconnected molecules or ions with the total composition C3H10N2O2 at a distorted geometry.

Last column: Mulliken charge in e.
Element x y z (Å)
1 N -0.533 -2.363 0.749  -0.6607
2 C -0.727 -1.303 -0.211  -0.2550
3 N -0.023 -0.081 0.253  -0.4469
4 C -0.871 1.104 0.248  -0.5964
5 C 0.009 2.328 0.493  -0.0619
6 O -0.105 3.023 1.459  -0.4583
7 H -0.867 -3.270 0.437  0.2287
8 H 0.450 -2.444 0.942  0.2156
9 H -0.358 -1.631 -1.190  0.2767
10 H -1.768 -0.981 -0.312  0.3282
11 H 0.182 -0.319 1.215  0.1969
12 H -1.786 1.066 0.839  0.4160
13 H -1.160 1.212 -0.809  0.3646
14 H 0.793 2.476 -0.262  0.3381
15 O 2.397 0.732 -1.128  -0.6669
16 H 2.710 0.284 -1.914  0.3272
17 H 1.657 0.168 -0.809  0.4541

Calculated values
- HOMO energy: -9.72 eV
- SMILES: NCNCC=O.O
- E_tot: -10347.430 eV

The following is a DFT calculation (ωB97M-V with the def2-TZVPD basis set) of 3 unconnected molecules or ions with the total composition C2H2N2O3S at a distorted geometry.

Last column: Mulliken charge in e.
Element x y z (Å)
1 N 1.284 2.753 -1.113  -0.4281
2 C 2.191 2.945 -1.915  0.5638
3 O 3.095 2.902 -2.645  -0.3918
4 H 1.077 3.001 -0.173  0.2657
5 O -0.413 -0.254 -0.195  -0.3649
6 C -1.386 -0.454 0.388  0.7362
7 O -2.274 -0.797 1.017  -0.3760
8 N -1.142 -3.700 1.909  -0.2947
9 S -1.591 -3.537 0.445  0.0220
10 H -0.841 -2.859 2.281  0.2680

Calculated values
- HOMO energy (alpha / beta): -8.75 / -8.75 eV
- SMILES: N=C=O.O=C=O.N=S
- E_tot: -22062.686 eV

The following is a DFT calculation (ωB97M-V with the def2-TZVPD basis set) of 4 unconnected molecules or ions with the total composition C14H33N7O7P at a distorted geometry.

Last column: Mulliken charge in e.
Element x y z (Å)
1 C 0.267 -0.954 0.215  -0.3163
2 C 0.970 0.278 1.031  1.3636
3 C -0.144 1.526 1.027  -1.0125
4 C 1.196 -0.106 2.605  -1.9195
5 C 2.471 -1.103 2.823  1.1552
6 C 3.209 -0.592 4.235  -0.7328
7 C 2.152 -0.443 5.485  -0.1128
8 O 1.666 -1.444 6.231  -0.4723
9 P 1.832 -2.894 3.248  0.3230
10 O 1.990 -3.961 1.881  -0.5258
11 O 2.939 -3.579 4.457  -0.4554
12 C 3.620 -1.077 1.675  -1.3647
13 C 3.386 -0.114 0.392  1.0797
14 C 3.442 -1.082 -0.963  -1.2094
15 C 4.758 0.838 0.267  -1.3356
16 N 2.230 0.836 0.433  0.4471
17 O 1.867 1.277 -0.807  -0.5075
18 H 0.653 -1.120 -0.877  0.1217
19 H 0.403 -1.925 0.894  -0.0495
20 H -0.917 -0.822 0.126  -0.1067
21 H -1.028 1.349 0.282  0.1577
22 H 0.345 2.576 0.866  0.2881
23 H -0.637 1.550 2.114  0.2795
24 H 0.222 -0.636 3.022  0.2660
25 H 1.375 0.925 3.180  0.3824
26 H 3.626 0.494 3.965  0.4084
27 H 4.144 -1.244 4.501  0.5106
28 H 1.737 0.644 5.745  0.2557
29 H 1.929 -3.479 1.005  0.3465
30 H 3.865 -3.459 4.046  0.3353
31 H 3.802 -2.185 1.268  0.3294
32 H 4.656 -0.781 2.190  0.2812
33 H 3.403 -0.482 -1.967  0.2529
34 H 4.518 -1.597 -0.933  0.3682
35 H 2.671 -1.980 -0.910  0.2984
36 H 4.612 1.681 -0.553  0.3007
37 H 5.731 0.213 0.085  0.3165
38 H 4.810 1.425 1.305  0.3218
39 C -3.882 0.223 0.273  0.5892
40 O -2.685 0.409 0.424  -0.5675
41 N -4.589 -0.641 1.027  -0.4524
42 N -4.611 0.863 -0.660  -0.2561
43 H -5.575 -0.800 0.908  0.1393
44 H -4.087 -1.148 1.743  0.2334
45 H -4.127 1.523 -1.253  0.2374
46 H -5.597 0.714 -0.790  0.1301
47 C -4.521 3.043 -4.053  0.7215
48 O -4.650 2.690 -2.891  -0.7231
49 N -3.473 3.770 -4.485  -0.4167
50 N -5.413 2.738 -5.014  -0.4211
51 H -3.360 4.063 -5.440  0.1607
52 H -2.773 4.025 -3.801  0.2163
53 H -6.219 2.193 -4.741  0.2146
54 H -5.313 3.025 -5.972  0.1603
55 C -2.521 -0.967 -3.519  0.7048
56 O -3.478 -1.696 -3.311  -0.6959
57 N -1.970 -0.813 -4.738  -0.4212
58 N -1.925 -0.247 -2.550  -0.1202
59 H -1.182 -0.214 -4.917  0.1559
60 H -2.382 -1.332 -5.501  0.2309
61 H -2.301 -0.328 -1.616  -0.0402
62 H -1.136 0.355 -2.715  0.1515

Calculated values
- HOMO energy (alpha / beta): -8.43 / -8.43 eV
- Multiplicity: 2
- E_tot: -49100.727 eV

The following is a DFT calculation (ωB97M-V with the def2-TZVPD basis set) of a molecular structure, C4H11FN3 at a distorted geometry.

Last column: Mulliken charge in e.
Element x y z (Å)
1 C -0.188 -0.050 1.577  -0.6871
2 C -1.284 -0.877 -0.534  -0.8901
3 C 1.065 0.343 0.807  -0.1579
4 C 0.245 0.847 -0.984  -0.1234
5 N -0.271 -0.425 -1.375  -0.1978
6 N 1.225 1.405 -1.779  -0.4736
7 N -0.843 -1.249 0.839  -0.0471
8 F 1.552 1.461 1.425  -0.3209
9 H 0.147 -0.193 2.611  0.3635
10 H -0.798 0.965 1.588  0.2977
11 H -1.932 -0.090 -0.434  0.5753
12 H -1.881 -1.755 -0.799  0.4191
13 H 1.838 -0.340 0.761  0.4693
14 H -0.596 1.458 -0.474  0.2854
15 H 0.204 -1.099 -2.018  0.2799
16 H 1.937 0.769 -2.003  0.2403
17 H 1.399 2.323 -1.516  0.2764
18 H -0.221 -1.995 0.860  0.3400
19 H -1.598 -1.497 1.449  0.3509

Calculated values
- HOMO energy: -11.83 eV
- Net charge: +1
- E_tot: -11504.910 eV

The following is a DFT calculation (ωB97M-V with the def2-TZVPD basis set) of C12H25N5O3 in the gas phase at a distorted geometry.

Last column: Mulliken charge in e.
Element x y z (Å)
1 H 4.382 -1.303 -1.290  0.2749
2 N 5.318 -1.051 -1.079  -0.7294
3 C 5.655 0.041 -0.548  0.4882
4 N 7.009 0.263 -0.160  -0.5930
5 N 4.835 1.116 -0.164  -0.2099
6 C 3.409 0.919 0.091  -0.9694
7 C 3.066 0.123 1.350  -0.3331
8 C 1.632 -0.221 1.595  -0.8768
9 C 0.786 -0.316 0.305  -0.3019
10 N -0.595 -0.632 0.637  -0.0414
11 C -1.626 -0.645 -0.246  -0.1499
12 O -1.450 -0.359 -1.476  -0.7940
13 C -3.068 -0.978 0.230  0.4380
14 N -3.061 -0.669 1.735  -0.7549
15 C -4.211 -0.259 -0.592  0.3621
16 C -5.575 -0.930 -0.292  -1.7164
17 C -4.259 1.301 -0.419  -0.5161
18 C -3.150 2.080 -1.073  -1.1374
19 C 1.481 -1.447 -0.484  0.3245
20 O 2.369 -2.171 -0.156  -0.5118
21 O 1.092 -1.523 -1.776  -0.5113
22 H 7.332 1.237 -0.363  0.2510
23 H 7.506 -0.370 -0.773  0.3089
24 H 5.302 1.820 0.401  0.2863
25 H 3.021 0.362 -0.804  0.3275
26 H 2.992 1.901 0.126  0.2777
27 H 3.520 0.751 2.181  0.4281
28 H 3.699 -0.838 1.468  0.2624
29 H 1.154 0.585 2.284  0.3683
30 H 1.560 -1.153 2.190  0.3371
31 H 0.769 0.603 -0.219  0.5369
32 H -0.902 -0.748 1.620  0.3887
33 H -3.210 -2.052 0.048  0.4814
34 H -3.789 -1.226 2.170  0.2892
35 H -3.367 0.264 1.915  0.2313
36 H -3.986 -0.332 -1.605  0.4095
37 H -6.354 -0.580 -0.959  0.4222
38 H -5.720 -0.919 0.765  0.3550
39 H -5.567 -1.984 -0.504  0.4277
40 H -5.267 1.601 -0.828  0.3060
41 H -4.389 1.536 0.686  0.2071
42 H -3.046 1.904 -2.153  0.2945
43 H -2.199 2.167 -0.601  0.2508
44 H -3.404 3.174 -1.191  0.3871
45 H 0.305 -1.044 -2.037  0.4246

Calculated values
- HOMO energy: -8.76 eV
- SMILES: [H]/N=C(/N)NCCC[C@H](NC(=O)[C@@H](N)[C@@H](C)CC)C(=O)O
- E_tot: -26442.797 eV

The following is a DFT calculation (ωB97M-V with the def2-TZVPD basis set) of a molecular structure, C3H21O8Y at a distorted geometry.

Last column: Mulliken charge in e.
Element x y z (Å)
1 Y -0.802 0.497 0.400  1.7789
2 C 1.831 -1.663 -2.310  -1.2785
3 C 1.351 -2.260 -1.013  0.6038
4 C 2.511 -2.982 -0.304  -1.4362
5 O 0.653 -1.348 -0.109  -0.6240
6 H 1.039 -1.475 -3.034  0.2693
7 H 2.638 -2.221 -2.786  0.4104
8 H 2.221 -0.671 -2.081  0.2101
9 H 0.691 -3.114 -1.162  0.1973
10 H 3.224 -2.284 0.134  0.3196
11 H 2.957 -3.694 -0.999  0.4307
12 H 2.002 -3.572 0.460  0.3491
13 O -1.534 1.805 2.575  -0.4099
14 H -1.161 2.628 2.892  0.2682
15 H -2.167 1.554 3.247  0.2699
16 O -1.770 0.194 -1.762  -0.4380
17 H -1.296 0.728 -2.399  0.2987
18 H -2.209 -0.474 -2.288  0.2817
19 O -1.210 2.797 -0.026  -0.3664
20 H -0.869 3.538 0.474  0.2637
21 H -1.728 3.196 -0.724  0.2795
22 O 0.797 1.280 -1.362  -0.3662
23 H 1.007 2.147 -1.709  0.2633
24 H 1.559 0.743 -1.582  0.1576
25 O 0.980 1.518 1.472  -0.4274
26 H 1.486 1.120 2.180  0.2659
27 H 1.272 2.429 1.450  0.2898
28 O -3.201 0.797 0.683  -0.4593
29 H -3.992 0.277 0.539  0.2759
30 H -3.520 1.627 1.037  0.2916
31 O -0.987 -0.853 2.366  -0.5181
32 H -0.288 -1.476 2.563  0.2898
33 H -1.486 -0.786 3.180  0.2593

Calculated values
- HOMO energy: -14.22 eV
- Net charge: +2
- E_tot: -20864.293 eV

The following is a DFT calculation (ωB97M-V with the def2-TZVPD basis set) of a molecular structure, CH3NO2S2 at a distorted geometry.

Last column: Mulliken charge in e.
Element x y z (Å)
1 C 0.043 0.322 0.005  -0.2799
2 N -0.618 -0.905 -0.122  -0.3325
3 O -3.315 -0.205 -1.007  -0.3700
4 O -1.753 -1.118 0.755  -0.2635
5 S -1.135 1.863 0.140  -0.2609
6 S -3.065 -0.044 0.390  0.5712
7 H 0.371 0.379 0.963  0.2793
8 H 0.801 0.524 -0.769  0.3549
9 H -1.028 -1.314 -0.992  0.3014

Calculated values
- HOMO energy (alpha / beta): -9.03 / -8.98 eV
- E_tot: -28337.082 eV

Taking the records one at a time from the top gives energy relative to the best compared isomer or geometry (same formula, charge and spin) values of 35.65, 11.55, 41.49, 0.00, 48.59, 47.46, 39.52, 140.32, 76.74, 36.25, 12.42, 77.02 kcal/mol.